{
  "formula": "C4H8N2O2",
  "method": "ωB97M-V with the def2-TZVPD basis set",
  "species": ["C", "C", "C", "C", "H", "H", "H", "H", "H", "H", "H", "H", "N", "N", "O", "O"],
  "coordinates": [[-1.5294, -0.7173, -0.7728], [0.7619, -0.7880, -0.0674], [1.3763, -0.9076, 1.1190], [1.2076, 0.3152, -1.0212], [-1.0733, 0.2497, 1.4679], [-2.1999, 1.4683, 1.2847], [-2.0984, -1.2204, -1.5456], [2.2048, -0.2173, 1.3904], [1.1552, -1.7207, 1.8380], [0.5619, 0.3636, -1.9115], [2.2472, 0.1805, -1.3760], [0.1957, 1.6657, -0.1682], [-1.5097, 0.9021, 0.8418], [-2.0235, 0.3005, -0.2270], [-0.3930, -1.4606, -0.4569], [1.1164, 1.5864, -0.3952]],
  "homo_lumo_gap_ev": 10.0832,
  "smiles": "C=C(CO)O/C=N\\N",
  "lumo_energy_ev": 0.87,
  "total_charge": 0,
  "e_tot_ha": -417.11284
}